1.
The following is a DFT calculation (wB97M-V/def2-TZVPD) of a 10-piece molecular cluster, C27H64BO17 overall.

CARTESIAN COORDINATES (ANGSTROEM)
O  0.4505  2.2798  2.2898
C  0.3852  1.4766  1.3774
O  -0.5588  1.2249  0.4236
B  -0.0660  0.2788  -0.6428
O  1.2484  -0.1288  -0.1734
C  1.5125  0.5295  0.9835
O  2.5680  0.3879  1.5705
O  -0.0148  1.0285  -1.9334
C  -1.0192  0.4273  -2.6807
O  -1.2475  0.7551  -3.8641
C  -1.5311  -0.8465  -1.9514
O  -0.9593  -0.8912  -0.7763
O  -2.2344  -1.7310  -2.4174
C  2.5509  -0.1997  -3.5801
O  3.4865  0.7804  -3.9592
H  2.5982  -1.1320  -4.1428
H  2.6667  -0.5203  -2.5447
H  1.5209  0.1563  -3.6008
H  4.3490  0.5146  -3.6321
C  5.5234  1.7542  0.6750
O  6.6457  1.5740  -0.1291
H  5.5099  1.1193  1.5609
H  5.4214  2.7877  1.0058
H  4.5507  1.5841  0.2132
H  6.8900  2.3540  -0.6326
C  3.7131  2.2631  4.5593
C  3.1395  1.1977  5.5915
C  4.2411  0.5873  6.3892
O  2.4120  1.9158  6.5643
H  3.8566  3.2770  4.9331
H  3.0522  2.3593  3.6979
H  4.6775  1.9348  4.1716
H  2.5495  0.4376  5.0796
H  4.0420  -0.4008  6.8040
H  4.5642  1.1415  7.2704
H  5.1501  0.5008  5.7939
H  2.1166  2.7503  6.1930
C  -1.2336  1.3590  5.5421
C  -0.9536  2.8229  5.1646
C  -1.4126  3.7177  6.2354
O  0.3609  3.1039  4.9373
H  -0.5943  0.9859  6.3422
H  -1.1175  0.7419  4.6512
H  -2.2719  1.3204  5.8716
H  -1.5303  3.2049  4.3223
H  -1.4334  4.7737  5.9658
H  -0.7165  3.6937  7.0738
H  -2.4409  3.6182  6.5830
H  0.5227  3.1592  3.9926
C  -0.0663  -1.1260  -6.6883
C  -1.4922  -0.5880  -7.0500
C  -2.5167  -1.2553  -6.1957
O  -1.4443  0.7231  -6.5979
H  -0.0225  -2.1666  -7.0097
H  0.1842  -1.1603  -5.6281
H  0.6771  -0.5557  -7.2453
H  -1.7196  -0.7308  -8.1064
H  -2.2416  -1.3189  -5.1430
H  -2.5426  -2.2705  -6.5916
H  -3.4616  -0.7126  -6.2252
H  -1.4260  0.6782  -5.6392
C  -2.9883  -2.3311  2.0450
C  -4.0645  -1.5538  1.2815
C  -3.9064  -0.0697  1.2800
O  -4.0648  -2.1430  0.0303
H  -2.7799  -1.9558  3.0468
H  -2.0095  -2.4132  1.5724
H  -3.2414  -3.3812  2.1914
H  -5.0536  -1.7943  1.6713
H  -3.0006  0.1079  0.7003
H  -3.8483  0.3285  2.2930
H  -4.7184  0.3527  0.6880
H  -3.3219  -1.8554  -0.5054
C  -4.0567  -5.0449  -2.1801
C  -3.9254  -5.4931  -0.7087
C  -2.4828  -5.2645  -0.2379
O  -4.7964  -4.7037  0.0591
H  -5.0677  -5.1788  -2.5650
H  -3.4431  -5.6967  -2.8020
H  -3.7535  -4.0130  -2.3573
H  -4.2711  -6.5150  -0.5524
H  -2.2747  -4.2343  0.0509
H  -1.7121  -5.8071  -0.7853
H  -2.3420  -5.7276  0.7388
H  -4.3748  -3.8630  0.2512
C  -0.6483  6.3966  -4.9554
C  0.0259  5.0221  -4.7874
C  -0.0652  4.5766  -3.2966
O  -0.7553  4.1527  -5.6386
H  -0.3412  6.9218  -5.8598
H  -0.3401  6.9787  -4.0869
H  -1.7337  6.3549  -5.0460
H  1.0288  5.1652  -5.1895
H  0.4159  3.6277  -3.0594
H  -1.0883  4.2872  -3.0565
H  0.2653  5.3640  -2.6192
H  -0.2451  3.3405  -5.6781
C  2.4343  -3.3157  2.8444
C  2.3699  -3.6846  1.3215
C  0.9984  -3.3514  0.7353
O  3.3615  -2.8800  0.6812
H  2.3897  -2.2583  3.1052
H  3.3275  -3.6398  3.3785
H  1.6400  -3.8346  3.3809
H  2.5455  -4.7324  1.0777
H  0.6637  -2.3770  1.0914
H  0.3169  -4.1452  1.0411
H  0.9138  -3.3207  -0.3510
H  3.1495  -1.9443  0.7129

Computed properties:
Energy   -2371.00703 Eh
Gap between HOMO and LUMO (alpha / beta)   7.91 / 1.18 eV
Spin multiplicity   2
Total charge   0
LUMO (alpha / beta)   -0.6 / -7.3 eV

---

2.
The following is a DFT calculation (wB97M-V/def2-TZVPD) of a 8-piece molecular cluster, C27H64Br3N7O3 overall.

CARTESIAN COORDINATES (ANGSTROEM)
C  -3.5994  -5.1044  -1.0968
C  -4.1354  -5.0906  -2.5148
N  -3.7835  -3.8575  -3.3280
C  -2.4888  -3.4547  -3.5798
C  -2.5920  -2.3840  -4.4038
N  -3.9080  -2.0144  -4.4247
C  -4.7264  -3.0631  -3.9072
C  -4.5319  -0.8381  -4.9495
H  -3.9290  -6.0334  -0.6316
H  -3.7791  -4.2190  -0.4869
H  -2.5495  -5.1852  -1.3785
H  -5.2130  -5.2515  -2.5451
H  -3.5929  -5.9511  -2.9064
H  -1.6280  -3.9036  -3.1067
H  -1.8354  -1.6969  -4.7528
H  -5.7949  -3.1742  -3.7964
H  -5.4233  -0.9490  -5.5669
H  -3.8312  -0.2662  -5.5578
H  -4.7290  -0.0059  -4.2737
C  -1.6782  -7.0800  7.0592
C  -2.6334  -6.8610  5.8742
N  -2.2627  -5.8847  4.8916
C  -1.0043  -5.3916  4.5219
C  -1.2319  -4.6070  3.4326
N  -2.6169  -4.4169  3.2311
C  -3.1865  -5.2852  4.0729
C  -3.1805  -3.4875  2.2242
H  -1.8733  -7.8748  7.7791
H  -1.7030  -6.1037  7.5434
H  -0.7804  -7.5866  6.7052
H  -3.6225  -6.6065  6.2550
H  -2.8138  -7.8273  5.4031
H  -0.1337  -5.8515  4.9657
H  -0.6258  -3.9591  2.8168
H  -4.2598  -5.2956  4.1927
H  -4.2652  -3.5823  2.1736
H  -2.8987  -3.7525  1.2051
H  -2.8864  -2.4453  2.3478
C  -1.0712  1.2457  -3.1168
N  -0.1063  0.5311  -2.0301
C  0.6433  -0.6270  -2.6995
C  0.8158  1.6391  -1.6467
C  -0.7511  -0.0320  -0.7169
C  -1.8235  -1.1333  -0.9079
O  -2.8905  -0.4742  -1.5480
H  -0.4459  1.8023  -3.8149
H  -1.7782  1.8276  -2.5255
H  -1.5151  0.4384  -3.6994
H  -0.1491  -1.3654  -2.8215
H  1.4847  -0.9452  -2.0839
H  1.1487  -0.3529  -3.6255
H  1.1789  1.3707  -0.6546
H  0.2489  2.5670  -1.5714
H  1.5063  1.8767  -2.4560
H  -1.2791  0.7489  -0.1696
H  -0.0364  -0.3463  0.0436
H  -2.2288  -1.5093  0.0315
H  -1.5856  -2.1008  -1.3501
H  -3.7190  -0.6324  -1.0895
C  2.6792  1.2565  4.5446
N  2.8253  2.1416  3.3114
C  1.9296  1.4853  2.1687
C  2.2622  3.5204  3.5376
C  4.2636  2.2827  2.7882
C  5.0887  0.9606  2.8363
O  5.8092  0.7817  4.0366
H  3.4739  1.4917  5.2525
H  2.7329  0.2692  4.0858
H  1.6621  1.3392  4.9276
H  2.0315  1.9896  1.2078
H  0.8780  1.5737  2.4418
H  2.4058  0.5567  1.8542
H  1.2701  3.3393  3.9511
H  2.0879  3.9052  2.5328
H  2.8592  4.1930  4.1534
H  4.8583  2.9890  3.3676
H  4.1010  2.6775  1.7854
H  5.7875  0.8981  2.0021
H  4.5167  0.0352  2.7693
H  6.7569  0.8266  3.8895
C  4.2898  7.1397  -3.5571
N  3.2921  6.3082  -2.6615
C  1.9052  7.0589  -2.8512
C  3.0635  4.9112  -3.3460
C  3.6143  6.2952  -1.0996
C  2.6402  5.5763  -0.0987
O  1.3861  6.2084  -0.0264
H  3.8475  7.2234  -4.5498
H  5.3060  6.7473  -3.5176
H  4.1852  8.1822  -3.2567
H  1.0698  6.4075  -2.5944
H  1.7825  7.4677  -3.8542
H  2.0580  7.8995  -2.1743
H  2.1126  4.3962  -3.2102
H  3.9550  4.3700  -3.0293
H  3.1383  5.1885  -4.3975
H  3.6350  7.3616  -0.8750
H  4.6510  5.9817  -0.9765
H  3.1040  5.7132  0.8781
H  2.4430  4.5664  -0.4584
H  0.7973  5.4977  0.2379
Br  -5.4651  -1.4842  0.2656
Br  0.5756  -1.5094  -6.2779
Br  0.4146  -4.2072  -1.0482

Computed properties:
Energy   -9397.40527 Eh
Gap between HOMO and LUMO   4.12 eV
Total charge   +2
LUMO   -5.3 eV

---

The highest energy belongs to which entry? C27H64BO17